Computed, not measured: the molecule C3H6N2O2 in a non-equilibrium geometry, with ωB97M-V/def2-TZVPD.

The frontier orbital gap comes out at 8.928 eV. The value obtained for the molar mass is 102.09 g/mol. The calculation puts the HOMO energy at -8.7 eV. Its LUMO energy is 0.3 eV. Its structure (SMILES) is C=NO/C(C)=N\O. The maximum force comes out at 6.74 eV/Å. As for the energy relative to the best compared isomer or geometry (same formula, charge and spin): 8.9358 eV.

Positions of all 13 atoms, in Å:
H 3.477 -0.283 0.677
H 2.079 -1.782 -0.420
C -1.948 -1.210 0.268
H -1.279 -1.702 1.200
C 2.391 -0.697 0.175
H -3.060 -1.216 0.275
O -0.064 2.005 0.035
N 1.340 0.021 0.131
C -0.880 -0.153 -0.143
H -1.872 -1.815 -0.621
H 0.838 1.517 -0.532
N -1.137 1.106 0.050
O 0.192 -0.786 -0.490

Forces on the atoms, in the same order (eV/Å):
-3.54 -1.31 -1.70
2.06 2.54 2.04
2.68 -1.22 0.39
-2.66 0.74 -2.35
-0.16 -1.84 -1.20
0.90 1.46 1.05
2.48 -1.22 -3.24
1.37 -1.92 0.05
-5.71 2.98 2.00
0.49 -1.44 -0.04
-3.99 2.16 2.71
1.39 -1.42 0.18
4.68 0.50 0.13